Molecular formula: C4H10O
Method: DFT, ωB97M-V with the def2-TZVPD basis set

Summary:
SMILES string: [H][H].CC=O.C=C
Energy above the lowest of the compared OMol25 structures with the same formula, charge and spin: 227.71 kJ/mol
Orbital gap: 11.0316 eV
2S+1: 1
HOMO level: -9.913 eV

Last column: Löwdin charge in e.
Geometry (Å):
1 C -0.594 -0.984 -1.830  -0.08
2 C -0.858 0.292 -1.570  -0.10
3 C 0.563 0.241 1.295  -0.36
4 C 0.926 1.681 1.048  -0.06
5 O -0.406 -0.111 1.927  -0.01
6 H -0.492 -2.981 0.853  0.04
7 H 0.168 -1.278 -2.548  0.05
8 H -1.132 -1.788 -1.334  0.03
9 H -0.326 1.100 -2.068  0.05
10 H -1.621 0.579 -0.849  0.06
11 H 1.260 -0.510 0.867  0.11
12 H 1.233 1.824 0.006  0.07
13 H 0.079 2.327 1.289  0.08
14 H 1.778 1.953 1.682  0.08
15 H -0.579 -2.344 1.232  0.02